{"formula": "CH3ClS2", "method": "the ωB97M-V functional and the def2-TZVPD basis", "elements": ["C", "S", "S", "Cl", "H", "H", "H"], "coordinates": [[-1.126, 0.055, 0.172], [-0.655, 1.654, -0.454], [2.730, 0.524, -0.463], [2.708, -1.420, -0.020], [-0.695, -0.004, 1.145], [-0.687, -0.741, -0.582], [-2.275, -0.068, 0.202]], "gap_ev": [4.790, 4.734], "de_lowest_kj_mol": 385.12, "mol_weight_g_mol": 114.6, "homo_energy_ev": [-8.421, -8.383]}

{"formula": "C4H8FN2", "method": "the ωB97M-V functional and the def2-TZVPD basis", "elements": ["C", "C", "C", "C", "N", "N", "F", "H", "H", "H", "H", "H", "H", "H", "H"], "coordinates": [[0.848, -1.883, 1.338], [0.151, 0.037, 0.012], [1.193, 2.227, 0.198], [-2.239, -1.270, -1.279], [0.764, -0.797, 0.671], [0.213, 1.258, -0.281], [-2.003, -1.908, -0.127], [-0.023, -2.262, 1.771], [1.707, -2.563, 1.257], [1.842, 2.707, -0.696], [2.011, 1.783, 0.932], [0.769, 3.142, 0.571], [-2.478, -0.233, -1.160], [-2.289, -1.816, -2.190], [-0.463, 1.576, -1.016]], "charge": 1, "gap_ev": [9.231, 6.104], "de_lowest_kj_mol": 567.08, "mol_weight_g_mol": 103.1, "homo_energy_ev": [-13.836, -12.454]}

{"formula": "C3H3N", "method": "the ωB97M-V functional and the def2-TZVPD basis", "elements": ["C", "C", "C", "N", "H", "H", "H"], "coordinates": [[0.015, -0.693, -1.454], [0.425, -0.632, -0.132], [0.544, -0.268, 1.110], [0.930, -1.533, -1.249], [-1.390, 0.357, -3.005], [1.252, -0.730, 1.776], [-0.087, 0.505, 1.518]], "gap_ev": [8.065, 9.473], "de_lowest_kj_mol": 626.08, "mol_weight_g_mol": 53.1, "homo_energy_ev": [-9.838, -9.909]}